No. 1
Entry from the Open Molecules 2025 dataset: 2 unconnected molecules or ions with the total composition C6H10N3O2 (wB97M-V/def2-TZVPD).

```
21
Properties=species:S:1:pos:R:3:mulliken_charge:R:1
C -2.347 0.826 -0.687 -0.1369
C -1.026 -0.876 0.333 0.4294
C 0.638 2.301 0.060 -0.0288
C -2.444 -0.274 0.215 -0.5988
C -0.253 1.277 -0.126 0.1871
C 3.294 -0.916 -0.649 -0.0417
N -1.370 1.625 -0.787 -0.4561
N -0.024 -0.059 0.276 0.1031
N -0.884 -2.196 0.416 -0.4157
O 1.870 2.224 0.634 -0.4821
O 2.800 -0.397 0.318 -0.5280
H -3.254 1.018 -1.307 0.3748
H 0.297 3.217 -0.456 0.4055
H -2.806 -0.104 1.278 0.3129
H -3.011 -1.141 -0.132 0.4031
H 4.280 -0.585 -1.154 0.2428
H 2.987 -1.843 -1.257 0.2064
H 2.223 1.443 0.884 0.3158
H 0.877 -0.102 0.659 0.1892
H -1.689 -2.701 0.558 0.2393
H -0.158 -2.735 0.925 0.2787
```

The net charge is +1. As for the HOMO energy: -12.0 eV. For the total energy, the calculation gives -14940.50830 eV. As for the energy above the lowest of the compared OMol25 structures with the same formula, charge and spin: 3.073 eV. For the max |F|, the calculation gives 6.57 eV Å⁻¹.


No. 2
Entry from the Open Molecules 2025 dataset: a gas-phase ion, C6H10N3O2S (charge +1) (wB97M-V/def2-TZVPD).

```
22
Properties=species:S:1:pos:R:3:mulliken_charge:R:1
O 3.284 2.746 3.834 -0.3314
C 2.778 1.903 3.186 0.5262
N 3.509 1.219 2.130 -0.3184
N 2.919 0.405 1.499 0.0448
C 1.542 0.114 1.819 0.2268
O 1.394 -1.181 2.237 -0.5075
N 0.637 0.277 0.577 0.0343
C -0.768 0.196 0.828 -0.4847
C -1.226 0.271 -0.641 -0.5352
C -0.032 0.183 -1.530 -0.5496
C 0.931 -0.592 -0.604 -0.4793
S 1.059 1.437 3.234 -0.1139
H 1.623 -1.336 3.164 0.4703
H 0.956 1.145 0.324 0.3494
H -1.066 1.084 1.494 0.3007
H -0.918 -0.763 1.227 0.3218
H -1.738 1.135 -1.013 0.3229
H -1.883 -0.505 -0.906 0.4029
H -0.372 -0.264 -2.434 0.3741
H 0.543 1.183 -1.665 0.2683
H 0.528 -1.618 -0.306 0.2641
H 1.966 -0.586 -0.764 0.4133
```

The net charge is +1. As for the HOMO energy: -13.9 eV. For the total energy, the calculation gives -25774.98589 eV. As for the energy above the lowest of the compared OMol25 structures with the same formula, charge and spin: 2.272 eV. For the max |F|, the calculation gives 5.55 eV Å⁻¹. The structure (SMILES) is O=C1N=N[C@](O)([NH+]2CCCC2)S1.


No. 3
Entry from the Open Molecules 2025 dataset: a gas-phase ion, C6H10N3O3S (charge +1) (wB97M-V/def2-TZVPD).

```
23
Properties=species:S:1:pos:R:3:mulliken_charge:R:1
C -1.038 0.085 1.667 -0.8761
S -2.102 0.272 0.320 1.0784
O -3.462 0.547 0.575 -0.7002
O -1.682 1.590 -0.352 -0.4487
C -1.877 -1.164 -0.830 -0.6238
C -0.644 -0.741 -1.616 -0.5463
C 0.499 -0.395 -0.771 0.2262
N 1.298 0.658 -0.896 -0.6850
C 2.153 0.650 0.095 0.3918
N 3.006 1.640 0.210 -0.3389
N 1.959 -0.371 0.989 -0.0638
C 0.783 -1.130 0.483 0.4543
O 0.583 -2.269 0.854 -0.5459
H -1.157 -0.811 2.253 0.4351
H -0.635 0.991 2.043 0.3968
H -0.805 1.784 -0.751 0.4116
H -2.641 -1.290 -1.652 0.3648
H -1.794 -2.113 -0.350 0.4611
H -0.373 -1.503 -2.381 0.4714
H -0.908 0.196 -2.290 0.4031
H 3.327 1.831 1.149 0.2662
H 3.222 2.163 -0.620 0.2728
H 2.287 -0.620 1.871 0.1951
```

The net charge is +1. As for the HOMO energy (spin up / spin down): -12.5 / -12.5 eV. For the total energy, the calculation gives -27821.88471 eV. As for the energy above the lowest of the compared OMol25 structures with the same formula, charge and spin: 2.856 eV. For the max |F|, the calculation gives 4.42 eV Å⁻¹. The structure (SMILES) is C=[S@@](=O)(O)CCC1=NC(=[NH2+])NC1=O.


No. 4
Entry from the Open Molecules 2025 dataset: a gas-phase ion, C6H10N5 (charge +1) (wB97M-V/def2-TZVPD).

```
21
Properties=species:S:1:pos:R:3:mulliken_charge:R:1
C 0.052 -0.725 1.733 -1.7312
C 0.527 -0.837 0.306 1.8229
N 1.999 -1.035 0.418 -0.5873
C 2.798 -0.156 -0.052 -0.1454
N 2.415 1.160 -0.418 -0.4226
C 1.197 1.367 -0.583 -0.3746
C 0.191 0.257 -0.696 0.0555
N -1.185 0.908 -0.206 -0.2603
N 0.090 -0.473 -1.855 -0.2124
C -0.225 -1.823 -1.495 -0.2319
N 0.063 -2.032 -0.251 -0.6485
H 0.550 -1.509 2.167 0.4899
H -1.017 -0.888 1.933 0.3732
H 0.378 0.257 2.192 0.3697
H 3.868 -0.151 0.055 0.4276
H 0.806 2.367 -0.845 0.3834
H -1.018 1.412 0.737 0.3936
H -1.845 0.148 0.010 0.3853
H -1.488 1.480 -0.934 0.3586
H -0.090 -0.089 -2.743 0.1897
H -0.667 -2.562 -2.237 0.3650
```

The net charge is +1. As for the HOMO energy: -13.8 eV. For the total energy, the calculation gives -13825.86005 eV. As for the energy above the lowest of the compared OMol25 structures with the same formula, charge and spin: 2.163 eV. For the max |F|, the calculation gives 4.23 eV Å⁻¹. The structure (SMILES) is C[C@]12N=CN=C[C@@]1([NH3+])NC=N2.


No. 5
Entry from the Open Molecules 2025 dataset: a gas-phase ion, C6H10N5 (charge +1) (wB97M-V/def2-TZVPD).

```
21
Properties=species:S:1:pos:R:3:mulliken_charge:R:1
C -1.723 -1.141 -1.315 -0.1449
C -0.946 -1.651 -0.309 -0.4142
C -0.779 0.983 -1.169 -0.4812
C 0.747 -1.146 1.263 0.1077
C -0.005 0.553 -0.131 0.0453
C 2.097 0.889 1.533 -0.5024
N -1.779 0.208 -1.736 0.5411
N -0.029 -0.708 0.327 0.2070
N 1.588 -0.248 1.991 -0.0169
N 3.001 1.445 2.304 -0.1685
N -2.587 0.636 -2.751 -0.9158
H -2.586 -1.794 -1.639 0.2623
H -0.800 -2.734 -0.212 0.2777
H -0.822 1.999 -1.447 0.4612
H 0.579 -2.230 1.638 0.2336
H 0.856 1.143 0.119 0.3118
H 2.048 -0.788 2.673 0.2780
H 3.097 0.998 3.148 0.1920
H 3.332 2.336 2.194 0.2239
H -2.039 1.316 -3.357 0.2492
H -3.249 -0.066 -3.125 0.2531
```

The net charge is +1. As for the HOMO energy (spin up / spin down): -11.0 / -11.0 eV. For the total energy, the calculation gives -13823.54742 eV. As for the energy above the lowest of the compared OMol25 structures with the same formula, charge and spin: 4.476 eV. For the max |F|, the calculation gives 4.44 eV Å⁻¹.


No. 6
Entry from the Open Molecules 2025 dataset: 2 unconnected molecules or ions with the total composition C6H10N7 (wB97M-V/def2-TZVPD).

```
23
Properties=species:S:1:pos:R:3:mulliken_charge:R:1
C 1.612 -2.697 0.425 -0.0167
C -2.566 -0.326 0.686 -0.0762
C -2.775 1.529 -0.478 -0.1394
C 1.093 -0.662 0.030 0.0566
C 2.718 1.188 -0.589 -1.3996
C 1.391 0.785 -0.028 0.6840
N 2.084 -1.574 -0.144 -0.1205
N 0.382 -2.466 0.853 -0.8945
N -1.958 0.831 0.355 -0.0638
N -3.825 0.766 -0.765 -0.5668
N -3.719 -0.358 -0.045 0.2986
N 0.048 -1.254 0.590 0.2959
N 0.427 1.572 0.273 -0.5774
H 2.286 -3.612 0.580 0.3356
H -1.961 -1.156 1.162 0.4891
H 2.618 1.152 -1.662 0.3172
H 3.521 0.511 -0.168 0.3371
H 2.866 2.154 -0.247 0.4518
H -4.433 -0.973 -0.150 0.1654
H -0.934 1.058 0.589 0.5476
H 3.078 -1.447 -0.422 0.2486
H 0.592 2.619 0.180 0.1939
H -2.545 2.360 -1.026 0.4335
```

The net charge is +1. As for the HOMO energy: -13.3 eV. For the total energy, the calculation gives -16807.02634 eV. As for the energy above the lowest of the compared OMol25 structures with the same formula, charge and spin: 0.000 eV. For the max |F|, the calculation gives 5.69 eV Å⁻¹.


No. 7
Entry from the Open Molecules 2025 dataset: a molecular structure, C6H10NO (wB97M-V/def2-TZVPD).

```
18
Properties=species:S:1:pos:R:3:mulliken_charge:R:1
O -2.279 0.172 0.364 -0.4214
C -3.456 -0.085 0.776 0.1016
C -4.595 -0.218 -0.007 -0.3490
C 0.013 -0.021 -1.186 -0.3975
C 1.234 0.298 -0.551 -0.0398
C 1.969 -0.189 0.508 0.1462
N 3.244 -0.463 0.558 -0.3388
C 4.044 0.387 -0.251 -0.6683
H -3.611 -0.199 1.886 0.3193
H -5.598 -0.472 0.327 0.3034
H -4.436 0.227 -1.025 0.2401
H -0.025 -1.043 -1.596 0.3064
H -0.366 0.610 -1.990 0.3068
H 0.018 0.390 -0.060 0.2967
H 1.303 -0.750 1.206 0.3555
H 4.379 1.264 0.492 0.2673
H 3.612 0.849 -1.155 0.2769
H 4.999 -0.044 -0.629 0.2946
```

The net charge is +1. As for the HOMO energy: -11.3 eV. For the total energy, the calculation gives -9903.79286 eV. As for the energy above the lowest of the compared OMol25 structures with the same formula, charge and spin: 10.601 eV. For the max |F|, the calculation gives 4.45 eV Å⁻¹.


No. 8
Entry from the Open Molecules 2025 dataset: a gas-phase ion, C6H10NO (charge +1) (wB97M-V/def2-TZVPD).

```
18
Properties=species:S:1:pos:R:3:mulliken_charge:R:1
C 0.017 -1.821 -2.585 -0.1127
N 0.834 -1.157 -1.853 -0.0037
C 0.418 -0.302 -0.788 0.3991
C 1.045 0.713 -0.229 -0.6731
C 0.295 1.543 0.840 -0.4187
C -0.085 0.521 1.907 -0.7415
C -1.580 0.215 1.629 0.0613
O -2.108 0.422 0.603 -0.4506
H -1.109 -2.002 -2.205 0.2805
H 0.247 -2.492 -3.452 0.3074
H 1.769 -0.929 -2.148 0.3089
H -0.685 -0.519 -0.674 -0.0220
H 2.026 1.101 -0.452 0.3220
H 0.999 2.283 1.384 0.3242
H -0.653 2.279 0.639 0.3550
H 0.584 -0.449 1.923 0.3100
H 0.080 0.784 2.892 0.4266
H -2.093 -0.188 2.567 0.3272
```

The net charge is +1. As for the HOMO energy: -13.3 eV. For the total energy, the calculation gives -9911.62878 eV. As for the energy above the lowest of the compared OMol25 structures with the same formula, charge and spin: 2.765 eV. For the max |F|, the calculation gives 4.76 eV Å⁻¹. The structure (SMILES) is C=[NH+]/C=C/CCC=O.


No. 9
Entry from the Open Molecules 2025 dataset: 2 unconnected molecules or ions with the total composition C6H10NO (wB97M-V/def2-TZVPD).

```
18
Properties=species:S:1:pos:R:3:mulliken_charge:R:1
C 2.635 0.171 -0.321 -0.3512
C -1.348 -1.480 -0.929 0.5206
C -2.259 0.729 0.005 -0.3829
C -0.988 0.949 -0.522 0.0022
C -1.849 -0.234 -1.157 -0.4429
C 1.493 -0.458 1.555 -0.7992
N 1.527 -0.068 0.189 -0.1419
O -1.016 -2.550 -0.765 -0.1215
H 3.543 0.165 0.178 0.2688
H 2.610 0.725 -1.330 0.2188
H -2.322 0.039 0.921 0.2421
H -3.086 1.445 -0.042 0.2999
H -1.008 1.877 -1.280 0.2823
H 0.107 0.651 -0.115 0.1314
H -2.419 0.002 -1.983 0.4715
H 0.844 0.198 2.180 0.2887
H 2.675 -0.739 1.812 0.2855
H 0.861 -1.421 1.604 0.2279
```

The net charge is +1. As for the HOMO energy: -13.6 eV. For the total energy, the calculation gives -9910.27185 eV. As for the energy above the lowest of the compared OMol25 structures with the same formula, charge and spin: 4.122 eV. For the max |F|, the calculation gives 5.10 eV Å⁻¹.


No. 10
Entry from the Open Molecules 2025 dataset: a gas-phase ion, C6H10NO (charge +1) (wB97M-V/def2-TZVPD).

```
18
Properties=species:S:1:pos:R:3:mulliken_charge:R:1
C -0.203 1.906 0.650 -1.0381
C -0.253 0.552 -0.109 0.8493
C -1.720 0.241 -0.291 -0.2585
O -2.352 -0.740 0.028 -0.4100
C 0.777 0.104 -1.158 -1.2499
C 1.296 -0.948 -0.187 0.0633
C 0.283 -1.937 0.234 -0.5857
N 0.259 -0.592 0.828 -0.0373
H 0.843 2.240 0.641 0.3493
H -0.720 1.589 1.569 0.4008
H -0.796 2.602 -0.070 0.3557
H -2.253 1.055 -0.769 0.4015
H 1.382 0.888 -1.320 0.4051
H 0.538 -0.326 -2.032 0.4333
H 2.280 -1.023 0.065 0.3941
H -0.375 -2.195 -0.583 0.2497
H 0.668 -2.785 0.696 0.3899
H 0.346 -0.630 1.807 0.2874
```

The net charge is +1. As for the HOMO energy: -14.4 eV. For the total energy, the calculation gives -9911.61151 eV. As for the energy above the lowest of the compared OMol25 structures with the same formula, charge and spin: 2.782 eV. For the max |F|, the calculation gives 3.95 eV Å⁻¹. The structure (SMILES) is C[C@@]1(C=O)C[C@@H]2C[N@@H+]21.


No. 11
Entry from the Open Molecules 2025 dataset: 2 unconnected molecules or ions with the total composition C6H10NO4 (wB97M-V/def2-TZVPD).

```
21
Properties=species:S:1:pos:R:3:mulliken_charge:R:1
C 0.720 2.259 0.456 0.2760
C -0.318 -0.984 -1.220 -1.3165
C -1.819 0.821 -0.389 -2.0900
C -0.719 -0.783 1.239 -1.3584
C 0.603 0.912 0.047 0.4529
C -0.573 -0.052 -0.113 1.9025
N 2.695 -1.003 0.202 0.1030
O 0.708 3.174 1.219 -0.6063
O 3.135 -1.541 -0.851 -0.5310
O 0.738 2.071 -0.895 -0.5036
O 2.770 -1.640 1.286 -0.5583
H 0.810 -1.355 -1.193 0.1897
H -0.749 -2.021 -1.106 0.3106
H -0.676 -0.637 -2.200 0.3237
H -2.691 0.138 -0.678 0.3966
H -1.692 1.481 -1.152 0.5464
H -2.068 1.501 0.434 0.3995
H 0.280 -1.156 1.615 0.2766
H -1.031 -0.010 2.004 0.3193
H -1.662 -1.412 1.271 0.3776
H 1.539 0.237 0.023 0.0897
```

The net charge is -1. As for the HOMO energy: -3.9 eV. For the total energy, the calculation gives -16061.29384 eV. As for the energy above the lowest of the compared OMol25 structures with the same formula, charge and spin: 5.209 eV. For the max |F|, the calculation gives 4.32 eV Å⁻¹.


No. 12
Entry from the Open Molecules 2025 dataset: a molecular structure, C6H10NOS (wB97M-V/def2-TZVPD).

```
19
Properties=species:S:1:pos:R:3:mulliken_charge:R:1
C -0.772 1.884 0.561 -0.3920
C -0.368 3.143 0.872 -0.1980
C 1.240 1.399 1.122 -0.0750
C 1.009 -1.913 -1.739 -0.5727
C -1.278 -1.216 0.058 -1.4992
C 0.146 -1.077 0.414 0.6038
N 0.135 0.892 0.649 -0.0288
O 1.075 -1.637 -0.336 -0.2919
S 1.289 3.103 1.424 -0.0028
H -1.882 1.758 0.308 0.2750
H -0.997 4.037 0.918 0.3915
H 2.239 0.785 1.103 0.3255
H -0.082 -1.645 -2.136 0.2647
H 1.737 -1.433 -2.370 0.2924
H 1.112 -2.987 -1.915 0.2702
H -1.306 -0.700 -0.921 0.4737
H -2.092 -0.968 0.726 0.3711
H -1.502 -2.245 -0.254 0.3684
H 0.297 -1.181 1.516 0.4241
```

The net charge is +1. As for the HOMO energy: -13.8 eV. For the total energy, the calculation gives -20748.04281 eV. As for the energy above the lowest of the compared OMol25 structures with the same formula, charge and spin: 1.828 eV. For the max |F|, the calculation gives 4.29 eV Å⁻¹.